97
Properties=species:S:1:pos:R:3:forces:R:3 method="wB97M-V/def2-TZVPD" homo_lumo_gap_ha=0.284 e_lumo_ha=-0.0168 homo_ev=-8.179 molar_mass_g_mol=702.3 total_charge=0
Zn 1.64481 1.39293 -1.86901 1.2 1.4 1.1
C 1.57558 -0.70901 3.49997 -0.5 -0.3 -0.5
C 0.77735 -1.36035 2.64107 1.2 0.8 -0.5
C -0.44953 -0.70781 2.04440 -0.3 -0.4 -0.1
C -0.36018 0.81727 1.70882 0.3 -0.3 -0.3
C -1.17967 1.69175 2.61357 -0.4 0.7 0.9
C -1.21126 1.56572 3.95195 -0.3 -0.2 -0.7
C -0.21517 0.69957 4.66368 -0.5 0.2 0.6
C 1.19251 0.64699 4.05645 0.6 -0.6 0.7
C -0.03718 2.42758 -1.83970 -0.3 -0.6 -0.8
H 2.51825 -1.15381 3.83258 -0.3 0.1 -0.2
H 1.11259 -2.28399 2.14369 -0.2 0.5 0.7
H -1.32045 -0.91659 2.69207 0.2 0.2 -0.2
H -0.66342 -1.25444 1.11495 0.3 0.2 0.3
H 0.70506 1.09885 1.74710 -0.4 -0.1 -0.5
H -0.68632 0.98267 0.66187 0.2 -0.1 0.5
H -1.76535 2.49084 2.16024 -0.3 -0.5 0.0
H -2.03027 1.98843 4.57172 0.8 0.2 -0.6
H -0.63513 -0.30435 4.78757 0.2 0.0 0.1
H -0.11422 1.11596 5.67371 -0.1 -0.2 -0.1
H 1.33392 1.44012 3.31500 0.1 -0.1 0.5
H 1.87967 0.83309 4.88300 0.1 0.2 -0.1
H 0.09589 3.22839 -2.59245 -0.2 -0.4 0.2
H -0.20864 2.89769 -0.86952 0.1 -0.2 0.0
H -0.87153 1.76371 -2.10125 0.0 0.7 0.0
P -2.94919 0.46001 -0.72974 -3.6 0.2 1.6
P -0.76723 -3.08883 -0.75337 -1.8 -3.2 0.6
N -4.01516 1.10433 0.66540 0.8 0.9 -0.2
N -4.37448 0.36401 -1.74960 -0.2 -0.2 -0.8
N -1.25413 -3.82996 0.80197 0.4 0.4 0.8
N -1.04571 -4.71591 -1.57627 0.4 0.2 -0.6
C -2.96001 -1.28430 -0.14987 0.4 -0.2 0.2
C -2.37970 -2.24918 -1.21797 0.1 0.0 -0.4
C -4.12713 2.48983 0.86665 -0.6 -0.9 1.1
C -4.96821 2.72610 1.95973 0.6 -0.9 -0.9
C -5.42524 1.44765 2.42373 1.0 -0.3 -1.2
C -4.84368 0.48355 1.59376 0.1 0.8 0.5
C -4.55201 1.06864 -2.94782 -0.8 -0.7 0.2
C -5.82768 0.79487 -3.43077 0.9 -0.1 0.8
C -6.46292 -0.09067 -2.49114 1.2 0.2 0.6
C -5.56340 -0.32436 -1.46027 0.0 0.4 -1.3
C -0.30024 -4.18706 1.77225 -0.9 0.3 0.0
C -0.93618 -4.41544 2.97211 0.4 0.0 -0.6
C -2.33066 -4.25170 2.75990 0.1 0.3 -1.3
C -2.50896 -3.92593 1.42093 0.5 0.2 0.7
C -1.81433 -5.80547 -1.14617 0.0 0.2 -0.8
C -1.95752 -6.71131 -2.18794 0.4 1.1 0.6
C -1.22376 -6.19124 -3.29309 0.3 0.7 0.3
C -0.65847 -4.99241 -2.89302 -0.7 -0.3 0.5
H -3.97471 -1.59797 0.12415 0.4 0.1 -0.1
H -2.36918 -1.31065 0.77988 -0.5 0.0 -0.4
H -3.13132 -3.01223 -1.52300 0.6 0.5 0.2
H -2.08185 -1.68097 -2.13247 -0.4 -0.4 0.4
H -3.60637 3.17852 0.22341 0.1 0.0 0.0
H -5.21056 3.68798 2.38272 0.0 0.0 -0.1
H -6.07271 1.23851 3.26309 0.0 0.0 -0.2
H -4.99432 -0.58598 1.61336 0.2 0.1 0.1
H -3.73474 1.67322 -3.33319 -0.3 -0.1 0.0
H -6.26177 1.17635 -4.33851 0.0 0.1 0.0
H -7.45505 -0.51007 -2.55159 0.0 0.1 0.0
H -5.66622 -0.93653 -0.57437 -0.1 0.3 -0.3
H 0.74428 -4.22345 1.51393 0.0 0.0 0.0
H -0.45160 -4.63841 3.91335 0.0 -0.1 -0.2
H -3.10135 -4.34737 3.50561 -0.1 -0.1 -0.1
H -3.42644 -3.77675 0.87207 0.2 0.1 0.0
H -2.18509 -5.85379 -0.14004 -0.1 0.0 0.0
H -2.52093 -7.63032 -2.14075 0.1 0.0 0.0
H -1.12366 -6.63996 -4.26823 0.1 0.0 0.0
H -0.01369 -4.30063 -3.40886 0.0 0.0 -0.1
C 6.18998 0.65301 -2.67372 0.2 -0.2 -0.1
Si 4.81678 1.90670 -2.86564 -0.7 1.0 0.5
C 5.56056 3.66811 -2.88379 0.1 -0.2 -0.6
C 4.04873 1.56185 -4.55142 0.1 0.0 -0.2
C 3.52316 2.09834 -1.49668 0.6 -0.4 -0.1
Si 4.53218 2.56470 0.07102 -0.8 0.1 -0.5
C 4.19129 4.44318 0.27649 0.2 -0.2 0.2
C 3.92026 1.64138 1.57404 0.1 0.0 0.3
C 6.39872 2.19954 0.08879 0.0 0.0 0.0
H 6.40390 0.28594 -3.68630 0.1 -0.1 0.2
H 5.93968 -0.20491 -2.03929 0.0 0.1 -0.1
H 7.10466 1.10852 -2.28090 -0.2 -0.1 -0.1
H 5.92535 3.87201 -3.90537 0.0 0.2 0.4
H 4.78368 4.40953 -2.62997 0.3 -0.3 -0.3
H 6.38930 3.79149 -2.17238 -0.3 0.0 -0.4
H 3.88977 0.48135 -4.72787 0.1 0.4 0.1
H 3.09553 2.09129 -4.70934 0.3 -0.1 0.0
H 4.78457 1.93061 -5.29076 -0.4 -0.2 0.1
H 3.18711 3.14819 -1.67738 -0.2 -0.5 -0.3
H 3.15283 4.57321 0.62947 0.4 0.0 0.0
H 4.88610 4.86705 1.02677 -0.4 0.0 -0.3
H 4.27558 5.02978 -0.65608 0.1 -0.4 0.4
H 3.80674 0.56733 1.37374 0.0 0.2 0.0
H 4.66796 1.75614 2.37103 -0.3 -0.1 0.0
H 2.96523 2.04711 1.93177 0.2 -0.2 -0.1
H 6.57398 1.11533 0.04549 -0.1 0.2 0.1
H 7.02212 2.65800 -0.69003 -0.3 -0.1 0.3
H 6.76023 2.55921 1.06692 -0.1 -0.1 -0.3